The following is a quantum chemistry calculation of the ion C7H8Br2FIN3O with charge +1 at a distorted geometry, from the Open Molecules 2025 dataset.

Net charge = +1
Calculated total energy = -164794.785 eV
HOMO-LUMO gap = 8.19 eV
Spin multiplicity = 1
SMILES = C[C@H](Br)[C@@H](Br)c1n(I)nc[n+]1CC(=O)F

Positions of all 23 atoms, in Å:
C 2.22871 1.46374 1.11757
C 2.44285 0.93035 -0.43275
Br 3.02531 2.58276 -1.47902
C 1.01606 0.47401 -1.09710
Br 1.16884 0.18285 -3.11058
C 0.25936 -0.76979 -0.34546
N 0.75579 -2.06355 0.25919
I 2.71347 -2.70378 0.32559
N -0.14796 -2.96789 0.80674
C -1.50000 -2.26842 0.57981
N -1.25263 -0.92546 -0.12029
C -2.30197 0.06988 -0.56926
C -3.42273 0.44460 0.57278
O -4.46022 1.22887 0.18409
F -3.37943 0.03471 2.00002
H 1.82094 2.58374 1.05983
H 1.46364 0.80388 1.74028
H 3.27278 1.39207 1.64419
H 3.32216 0.16907 -0.56307
H 0.28780 1.41468 -0.99757
H -2.54061 -2.73443 0.87883
H -2.90597 -0.42170 -1.47157
H -1.86619 1.07981 -0.98224

Atom-resolved charges from natural (NBO), all expressed in e: C -0.6669; C -0.2645; Br 0.0452; C -0.3544; Br 0.1120; C 0.4294; N -0.3534; I 0.5441; N -0.1602; C 0.1853; N -0.3839; C -0.3344; C 0.8131; O -0.4646; F -0.3299; H 0.2566; H 0.2199; H 0.2608; H 0.2621; H 0.2792; H 0.3036; H 0.3015; H 0.2994


The following is a quantum chemistry calculation of the molecule C19H24FN3O4S2, from the Open Molecules 2025 dataset.

Energy above the lowest of the compared OMol25 structures with the same formula, charge and spin = 0.00 kcal/mol
Calculated total energy = -57141.606 eV
HOMO-LUMO gap = 9.35 eV
Spin multiplicity = 1
SMILES = CC(C)(C)NC(=O)CN(Cc1cccs1)C(=O)CNS(=O)(=O)c1ccc(F)cc1

Positions of all 53 atoms, in Å:
C -4.28019 -0.61730 -0.69777
H -4.44030 0.38059 -0.29640
H -3.57518 -0.55053 -1.52081
H -5.22366 -1.00310 -1.07284
C -3.72804 -1.54567 0.38475
N -2.45861 -1.00408 0.88782
C -1.36120 -0.79108 0.14525
O -1.27980 -0.97043 -1.05020
C -0.14756 -0.30136 0.96415
N 0.75963 0.47238 0.15521
C 1.57354 -0.04939 -0.79004
O 2.22893 0.65305 -1.54106
C 1.71359 -1.56687 -0.85823
N 2.93128 -1.93503 -1.53604
S 4.27291 -1.94117 -0.54365
O 3.91608 -2.70579 0.61780
O 5.38733 -2.35321 -1.33851
C 4.50859 -0.23628 -0.03419
C 5.13353 0.64201 -0.89729
C 5.22434 1.97970 -0.55767
C 4.67616 2.39378 0.64490
C 4.06324 1.51755 1.52445
C 3.98042 0.18208 1.17099
H 3.52133 -0.54663 1.82019
H 3.66271 1.88450 2.45633
F 4.74283 3.69756 0.97715
H 5.69581 2.69870 -1.20810
H 5.53966 0.26686 -1.82257
H 3.09352 -1.37369 -2.36209
H 1.77408 -2.02886 0.12742
H 0.85264 -1.97191 -1.39878
C 0.53655 1.91515 0.16064
C -0.84477 2.26399 -0.28154
C -1.91058 2.61099 0.49453
C -3.08519 2.83790 -0.25376
C -2.89191 2.64852 -1.58454
S -1.27883 2.19479 -1.95278
H -3.60673 2.74699 -2.37706
H -4.02380 3.13324 0.18062
H -1.85646 2.72170 1.56399
H 0.70969 2.29309 1.17439
H 1.28086 2.34170 -0.51626
H -0.47753 0.32653 1.79470
H 0.35969 -1.18043 1.37192
H -2.41132 -0.83678 1.87991
C -3.48754 -2.94575 -0.18392
H -2.78580 -2.89083 -1.01088
H -4.42116 -3.36736 -0.54466
H -3.07848 -3.60297 0.58046
C -4.68870 -1.60862 1.57036
H -4.29985 -2.26346 2.34787
H -4.84615 -0.61649 1.98874
H -5.64963 -1.99831 1.24712

Atom-resolved charges from natural (NBO), all expressed in e: C -0.6244; H 0.2133; H 0.2415; H 0.2085; C 0.1245; N -0.6239; C 0.6904; O -0.6384; C -0.3142; N -0.4309; C 0.7026; O -0.6539; C -0.3619; N -0.8260; S 2.3134; O -0.9524; O -0.9283; C -0.3462; C -0.1354; C -0.2743; C 0.4136; C -0.2826; C -0.1835; H 0.2424; H 0.2308; F -0.3205; H 0.2368; H 0.2404; H 0.4137; H 0.2392; H 0.2634; C -0.2650; C -0.2192; C -0.2616; C -0.2722; C -0.4059; S 0.4855; H 0.2372; H 0.2244; H 0.2168; H 0.2074; H 0.2660; H 0.2174; H 0.2326; H 0.3961; C -0.6210; H 0.2369; H 0.2110; H 0.2063; C -0.6129; H 0.2081; H 0.2095; H 0.2248


The following is a quantum chemistry calculation of a structure of composition C11H5Cl5Sn at a distorted geometry, from the Open Molecules 2025 dataset.

Net charge = +2
Energy above the lowest of the compared OMol25 structures with the same formula, charge and spin = 0.00 kcal/mol
Calculated total energy = -79909.347 eV
HOMO-LUMO gap (alpha / beta) = 4.47 / 4.19 eV
Spin multiplicity = 1

Positions of all 22 atoms, in Å:
Sn 10.10461 7.85792 2.57602
C 15.10236 8.94826 4.18669
C 14.39286 10.08956 3.83882
C 13.06029 9.81590 4.33089
C 13.00380 8.38895 4.75245
C 14.28476 7.92052 4.69724
H 16.20450 8.85072 4.13246
H 14.71952 11.07887 3.45522
H 12.14422 10.39167 4.42480
H 12.20625 7.66731 4.98848
H 14.66604 6.90155 4.70903
Cl 7.62178 10.12470 3.88766
C 7.25704 8.39353 3.83668
C 8.21227 7.44358 3.51766
C 8.09512 6.09023 3.68945
Cl 9.46660 5.05165 3.47339
C 6.84325 5.50757 3.92373
Cl 6.85108 3.86549 4.24747
C 5.79916 6.45654 4.14569
Cl 4.21039 5.83092 4.26380
C 5.99034 7.86239 4.18872
Cl 4.68684 8.97856 4.54588

Atom-resolved charges from natural (NBO), all expressed in e: Sn 1.3731; C 0.0517; C -0.1403; C -0.0001; C -0.1224; C -0.1566; H 0.2783; H 0.2997; H 0.2537; H 0.2515; H 0.2757; Cl 0.0746; C -0.0166; C -0.6796; C -0.0706; Cl 0.0861; C -0.1051; Cl 0.1635; C -0.0258; Cl 0.1578; C -0.0682; Cl 0.1198


The following is a quantum chemistry calculation of a structure of composition CCoF3NNaO4S3 at a distorted geometry, from the Open Molecules 2025 dataset.

Net charge = -1
Calculated total energy = -93417.157 eV
Expectation value of S² = 3.767
HOMO-LUMO gap (alpha / beta) = 5.52 / 5.42 eV
Spin multiplicity = 4

Positions of all 14 atoms, in Å:
Na -1.14655 -1.22357 2.01708
N 0.57574 -0.21770 0.91429
S 0.65091 0.77146 -0.17330
O -0.55925 0.94442 -1.10119
C 0.55971 2.40881 0.72359
F 1.60925 2.52449 1.53152
F -0.55010 2.36841 1.47386
F 0.51974 3.43372 -0.11429
Co -1.20956 -0.93006 -0.98855
S -1.21908 -3.60427 -0.07538
O -2.05289 -2.15671 0.21866
S 0.97528 -2.66725 -1.15125
O -0.03949 -1.99275 -2.23603
O 1.88630 0.34099 -1.03903

Atom-resolved charges from natural (NBO), all expressed in e: Na 0.9292; N -1.4406; S 2.0074; O -1.0911; C 0.7325; F -0.3241; F -0.3349; F -0.3266; Co 1.4753; S 0.0926; O -1.1678; S 0.4488; O -1.0340; O -0.9667


The following is a quantum chemistry calculation of a structure of composition C7H21BBaF4OP2 at a distorted geometry, from the Open Molecules 2025 dataset.

Energy above the lowest of the compared OMol25 structures with the same formula, charge and spin = 67.20 kcal/mol
Calculated total energy = -40466.038 eV
HOMO-LUMO gap = 6.06 eV
Spin multiplicity = 1

Positions of all 37 atoms, in Å:
Ba 0.49366 -0.18521 -0.54365
H 2.94337 -0.58094 -1.53782
H 2.69349 -1.30101 -1.53116
P 0.65131 2.59688 -0.18661
P -1.12054 -2.44465 -0.11180
C -0.97509 -3.27124 1.47320
H -1.57084 -4.20105 1.32221
H 0.09373 -3.47389 1.70025
H -1.37938 -2.61050 2.26925
C -2.85032 -2.19600 -0.61026
H -2.89764 -1.68036 -1.59188
H -3.23504 -3.23354 -0.63175
H -3.34199 -1.56909 0.16193
C -0.24912 -3.39930 -1.42807
H 0.80654 -3.57518 -1.12621
H -0.84829 -4.33198 -1.47539
H -0.26090 -2.83446 -2.39106
C -0.89816 3.48900 -0.51294
H -0.55166 4.53655 -0.60514
H -1.37898 3.09581 -1.43305
H -1.57075 3.33031 0.35486
C 1.46938 3.16888 1.30390
H 2.44257 2.64491 1.42946
H 1.58965 4.26190 1.12054
H 0.83079 2.93608 2.18344
C 1.75970 2.78280 -1.65333
H 1.28315 2.33686 -2.55858
H 1.86881 3.88420 -1.72939
H 2.72529 2.26618 -1.45997
C 1.78748 -0.60369 1.62354
O 2.20199 -0.73346 2.71031
H -1.31440 0.47258 -2.50665
F -0.33386 0.13192 2.01150
B -0.35986 0.11779 3.95035
F -1.66749 0.54880 4.10376
F -0.07277 -1.17834 4.26486
F 0.64568 0.98011 4.27188

Atom-resolved charges from Löwdin, all expressed in e: Ba 1.0961; H 0.0252; H 0.0221; P 0.5210; P 0.5235; C -0.2774; H 0.0495; H 0.0568; H 0.0552; C -0.2802; H 0.0241; H 0.0405; H 0.0584; C -0.3034; H 0.0386; H 0.0460; H 0.0434; C -0.2777; H 0.0410; H 0.0255; H 0.0575; C -0.2801; H 0.0546; H 0.0494; H 0.0560; C -0.3043; H 0.0373; H 0.0453; H 0.0348; C -0.1850; O 0.0714; H -0.2670; F -0.4451; B -0.9440; F 0.1510; F 0.1691; F 0.1708


The following is a quantum chemistry calculation of the ion C3H8FIP with charge +1 at a distorted geometry, from the Open Molecules 2025 dataset.

Net charge = +1
Energy above the lowest of the compared OMol25 structures with the same formula, charge and spin = 32.05 kcal/mol
Calculated total energy = -23337.940 eV
HOMO-LUMO gap = 6.72 eV
Spin multiplicity = 1

Positions of all 14 atoms, in Å:
F -1.00956 2.03110 -1.20577
P -0.06087 0.73874 -1.96836
C 0.22233 -0.72379 -0.76881
C -0.60297 -0.55383 0.66656
C 0.39288 -0.13435 1.89938
I -0.30049 1.66354 3.01723
H 1.25075 1.34593 -2.23519
H -0.57337 0.35361 -3.26968
H 0.03269 -1.79198 -1.24577
H 1.38245 -0.70661 -0.48942
H -1.16383 -1.58981 0.82617
H -1.44978 0.26393 0.60663
H 1.47300 0.15020 1.51719
H 0.40679 -1.04669 2.64983

Atom-resolved charges from natural (NBO), all expressed in e: F -0.4702; P 1.3248; C -0.7568; C -0.4502; C -0.5623; I 0.1391; H 0.0705; H 0.0804; H 0.3167; H 0.2963; H 0.2622; H 0.2570; H 0.2296; H 0.2628


The following is a quantum chemistry calculation of a cluster of 2 separate species, C5H14 in total at a distorted geometry, from the Open Molecules 2025 dataset.

Energy above the lowest of the compared OMol25 structures with the same formula, charge and spin = 8.30 kcal/mol
Calculated total energy = -5411.690 eV
HOMO-LUMO gap = 12.40 eV
Spin multiplicity = 1
SMILES = CCC.CC

Positions of all 19 atoms, in Å:
C 1.27604 0.59688 -1.81456
C 0.24591 1.69568 -1.52448
C 0.79571 -0.79357 -1.33093
H 1.63294 0.48631 -2.84419
H 2.21405 0.71708 -1.27263
H 0.06413 2.28447 -2.42540
H 0.46570 -0.65951 -0.29897
H 0.61322 2.36098 -0.74686
H -0.69169 1.23486 -1.23908
H -0.08364 -1.17230 -1.85204
H 1.60397 -1.51176 -1.32093
C -1.60160 -0.30054 1.70800
C -0.44864 -1.02857 2.41528
H -1.31048 0.72453 1.45602
H -1.87005 -0.69447 0.73546
H -2.41839 -0.33940 2.41366
H -0.73086 -2.05713 2.61919
H -0.29220 -0.54014 3.37970
H 0.53591 -1.00340 1.94276

Atom-resolved charges from natural (NBO), all expressed in e: C -0.4002; C -0.6185; C -0.5994; H 0.1967; H 0.1940; H 0.2114; H 0.1956; H 0.2117; H 0.2046; H 0.1979; H 0.2059; C -0.6107; C -0.6056; H 0.2020; H 0.2030; H 0.2073; H 0.2017; H 0.2003; H 0.2023